A molecular structure, C36H62BClGeN4O5PbSe. Source: the Open Molecules 2025 dataset; level of theory: wB97M-V/def2-TZVPD.

For the total energy, the calculation gives -194840.9106 eV. The HOMO-LUMO gap comes out at 0.295 hartree. The calculation puts the energy relative to the best compared isomer or geometry (same formula, charge and spin) at 0.0 kJ/mol. The total charge is 0.

XYZ file:
```
112
Properties=species:S:1:pos:R:3:mulliken_charge:R:1
Pb -1.190 0.279 -0.175 1.8471
O -5.688 -0.419 -0.734 -0.7085
Cl -4.451 -0.594 -0.052 1.8565
O -4.316 -1.930 0.464 -0.7175
O -3.355 -0.383 -1.046 -0.7958
O -4.274 0.363 1.001 -0.6397
C 3.322 -2.045 -3.996 -1.8507
C 2.231 -1.852 -2.941 1.8986
C 2.823 -1.902 -1.532 -1.5864
C 1.119 -2.870 -3.109 0.6655
C 1.422 -4.226 -3.048 -0.3023
C 0.444 -5.184 -3.256 -2.0698
C -0.858 -4.797 -3.518 -0.1211
C -1.211 -3.452 -3.572 -0.0054
C -2.653 -3.060 -3.822 1.2116
C -3.539 -3.527 -2.666 -0.7435
C -3.161 -3.609 -5.156 -1.7725
C -0.209 -2.499 -3.363 0.2952
N -0.524 -1.116 -3.465 0.4578
B -0.626 -0.103 -2.457 0.9122
N -0.759 1.105 -3.217 0.5728
C -0.754 0.813 -4.576 -1.0377
C -0.609 -0.517 -4.722 -0.9283
C -0.778 2.423 -2.681 -0.6379
C 0.446 3.017 -2.353 0.6188
C 0.427 4.259 -1.728 -0.0556
C -0.772 4.900 -1.464 -1.7202
C -1.971 4.302 -1.811 -0.5734
C -2.001 3.048 -2.413 0.1897
C -3.321 2.382 -2.741 2.0935
C -4.325 2.492 -1.592 -1.8946
C -3.907 2.966 -4.028 -1.6219
C 1.767 2.361 -2.708 1.4389
C 2.596 2.036 -1.466 -1.1766
C 2.555 3.233 -3.688 -1.7850
H 4.078 -1.263 -3.906 0.4424
H 2.905 -2.003 -5.002 0.4046
H 3.823 -3.007 -3.878 0.3597
H 1.804 -0.859 -3.088 -1.1113
H 3.296 -2.866 -1.337 0.3710
H 2.055 -1.745 -0.775 0.1833
H 3.579 -1.125 -1.407 0.4107
H 2.441 -4.536 -2.857 0.3987
H 0.702 -6.235 -3.229 0.3916
H -1.619 -5.552 -3.671 0.4541
H -2.706 -1.972 -3.862 -0.2779
H -3.432 -4.602 -2.504 0.2299
H -4.588 -3.320 -2.879 0.5639
H -3.284 -3.012 -1.743 -0.4271
H -3.256 -4.696 -5.127 0.3310
H -2.490 -3.352 -5.977 0.3773
H -4.146 -3.197 -5.378 0.4678
H -0.835 1.581 -5.326 0.5930
H -0.544 -1.101 -5.624 0.5411
H 1.360 4.738 -1.456 0.4455
H -0.773 5.869 -0.983 0.4020
H -2.901 4.809 -1.592 0.3826
H -3.127 1.320 -2.905 -0.6879
H -4.734 3.501 -1.514 0.4761
H -3.871 2.233 -0.635 0.2556
H -5.154 1.804 -1.755 0.4496
H -4.093 4.035 -3.911 0.3521
H -4.854 2.481 -4.268 0.4380
H -3.232 2.832 -4.875 0.3021
H 1.545 1.417 -3.209 -0.6292
H 2.791 2.932 -0.875 0.4050
H 3.558 1.609 -1.752 0.5086
H 2.086 1.312 -0.827 -0.0088
H 2.825 4.188 -3.237 0.3419
H 1.969 3.439 -4.584 0.3918
H 3.475 2.730 -3.990 0.4687
C -1.262 -5.605 2.653 -1.3483
Ge -1.005 -5.434 0.718 0.7301
C 0.899 -5.676 0.350 -1.0417
C -2.095 -6.762 -0.214 -1.2269
C -1.535 -3.646 0.086 1.5123
Se -0.567 -2.215 0.995 -0.1441
C -1.767 -2.045 2.515 -1.0054
H -1.056 -6.633 2.948 0.4243
H -2.280 -5.360 2.953 0.3800
H -0.570 -4.956 3.189 0.3413
H 1.276 -6.547 0.885 0.4844
H 1.460 -4.801 0.677 0.2886
H 1.074 -5.821 -0.715 0.1928
H -2.093 -7.706 0.327 0.4293
H -1.707 -6.933 -1.216 0.3047
H -3.125 -6.415 -0.301 0.3908
H -2.598 -3.445 0.208 0.4396
H -1.297 -3.563 -0.975 -2.1825
H -1.637 -2.903 3.166 0.3683
H -2.789 -1.979 2.147 0.3919
H -1.494 -1.129 3.033 0.2970
C 1.145 2.824 4.409 -1.2021
N 1.329 1.995 3.232 0.2284
C 1.308 2.674 1.944 -0.9858
C 1.287 0.627 3.178 0.2993
O 0.955 0.070 2.129 -0.7094
N 1.645 -0.116 4.267 0.2927
C 2.298 0.365 5.468 -1.2003
C 1.448 -1.554 4.217 -0.6087
H 0.510 3.667 4.135 0.4629
H 2.082 3.223 4.806 0.2991
H 0.626 2.282 5.193 0.3383
H 1.289 3.747 2.121 0.4859
H 0.428 2.400 1.358 0.0933
H 2.196 2.430 1.360 0.3076
H 2.990 1.175 5.249 0.3812
H 2.881 -0.458 5.880 0.3821
H 1.594 0.687 6.239 0.3083
H 1.064 -1.835 3.241 -0.2990
H 0.749 -1.878 4.994 0.3239
H 2.402 -2.059 4.377 0.4648
```